Density functional theory data (the ωB97M-V functional and the def2-TZVPD basis) for a cluster of 7 separate species, C53H83Br2N2O25PS in total.

```
167
Properties=species:S:1:pos:R:3:forces:R:3:mulliken_charge:R:1
C -3.0425 4.4927 -5.7378 0.18 -1.15 -0.22 -1.114
C -1.7227 3.7312 -5.9615 -0.08 1.82 -0.10 -0.287
O -1.6537 2.5140 -5.2135 -0.04 -0.68 -0.15 -0.268
C -2.3270 1.4896 -5.7791 -0.87 -0.77 -1.27 0.382
O -3.0204 1.6095 -6.7711 0.60 0.39 0.68 -0.589
C -2.2115 0.1199 -5.1307 0.05 0.01 0.46 -0.690
C -3.1997 -0.0400 -3.9353 1.46 0.50 0.72 -0.914
C -2.4334 0.2569 -2.6012 -0.31 0.27 -1.07 -0.541
N -2.1592 -0.9646 -1.8229 -1.33 -1.54 -0.46 0.370
C -2.4857 -0.7345 -0.4413 0.90 0.96 0.83 -0.456
O -3.4240 -1.1420 0.1857 0.55 0.49 -0.76 -0.581
C -1.2734 0.0997 0.0182 -0.11 -1.28 -0.57 0.635
C -1.1503 1.0410 0.9967 -0.33 0.53 0.62 0.880
C -2.3671 1.3872 1.8339 0.08 -0.25 -0.15 -1.750
O -2.3773 2.7384 2.2830 -0.04 -0.19 -0.34 -0.131
C -3.6325 3.2858 2.2504 -0.23 -0.03 0.27 -0.035
C -3.8450 4.5076 1.6689 1.14 0.89 -0.72 -0.373
C -5.0975 5.0584 1.6044 -0.96 0.98 -0.42 -0.569
C -6.2083 4.4218 2.1143 0.28 -0.10 0.11 -0.667
C -5.9785 3.2083 2.7309 -1.53 0.04 0.10 -0.715
C -4.7299 2.6578 2.7988 0.29 -1.29 0.65 0.170
C 0.1032 1.6480 1.1301 -0.30 0.57 0.48 0.153
O 0.2662 2.6241 2.0784 0.67 -0.72 0.23 -0.509
C 0.4207 1.9777 3.3709 -0.29 -0.02 0.39 0.195
C 0.8204 2.9506 4.4727 0.44 -0.49 0.14 -1.518
N 2.2702 3.2517 4.4873 -1.28 -0.18 0.14 -0.086
C 2.9137 2.4944 5.5715 0.56 1.34 -0.06 -1.034
C 4.4668 2.6674 5.5075 0.37 -0.40 0.12 0.551
C 5.2248 1.3967 5.0389 -0.78 0.17 -0.01 -0.714
O 4.7993 3.8192 4.7387 0.01 0.11 0.16 -0.614
C 1.1604 1.3011 0.3028 1.14 -0.05 -0.18 0.013
C 2.4891 1.9772 0.3974 0.11 0.75 -0.02 -0.197
Br 3.5706 1.7452 1.9403 -0.46 -0.39 -0.43 -0.061
C 2.9103 2.7488 -0.6111 0.11 0.52 0.41 0.067
C 2.1418 3.0510 -1.8690 0.14 -0.04 -0.27 -1.329
Br 4.6399 3.5870 -0.5185 -0.56 -0.25 -0.32 -0.147
C 1.0284 0.3120 -0.6875 0.43 0.72 -0.15 1.323
P 2.3908 -0.2009 -1.8011 -0.16 -2.23 0.26 0.432
S 2.8571 -2.0564 -1.4186 0.21 0.19 0.04 -0.362
C -0.2012 -0.2746 -0.8143 -0.74 -1.07 -0.21 -0.102
C -0.7678 -1.3455 -1.7804 0.98 1.04 0.32 -0.474
O -0.2492 -2.2854 -2.3139 -0.74 1.08 0.18 -0.473
H -3.0007 5.5025 -6.1492 0.13 -0.07 0.19 0.398
H -3.8387 3.9426 -6.2461 -0.06 0.20 0.19 0.301
H -3.2251 4.4909 -4.6588 -0.15 0.32 -0.17 0.265
H -0.9308 4.3930 -5.5931 0.13 -0.54 0.21 0.329
H -1.5131 3.5806 -7.0234 -0.21 -0.38 0.16 0.337
H -1.1750 -0.0674 -4.8200 -0.21 0.07 0.14 0.411
H -2.4423 -0.6503 -5.8675 -0.05 0.46 -0.25 0.444
H -3.5361 -1.0750 -3.8906 -0.38 0.26 -0.04 0.381
H -4.0037 0.6964 -4.0010 -0.22 -0.46 -0.27 0.393
H -1.5039 0.7691 -2.8966 0.01 -0.15 0.41 0.430
H -2.9723 0.9902 -1.9861 -0.04 -0.33 0.03 0.456
H -3.2447 1.2147 1.2001 0.07 -0.07 0.23 0.871
H -2.4227 0.6837 2.6778 -0.06 0.16 -0.07 0.329
H -3.0295 5.0657 1.2169 0.11 -0.24 0.14 0.432
H -5.2539 6.0152 1.1133 0.28 -0.04 0.03 0.362
H -7.2003 4.8516 2.0434 0.08 -0.05 0.02 0.530
H -6.8397 2.6879 3.1413 0.25 -0.13 0.09 0.366
H -4.6266 1.6995 3.3026 0.12 0.09 -0.11 0.399
H -0.5245 1.4973 3.6677 0.02 0.24 -0.22 0.138
H 1.1553 1.1683 3.2644 0.05 0.27 0.15 0.406
H 0.2100 3.8598 4.4483 0.12 -0.12 -0.29 0.440
H 0.5805 2.4517 5.4281 -0.33 0.07 -0.23 0.399
H 2.3185 4.2391 4.7044 0.60 -0.06 -0.13 0.238
H 2.6109 1.4437 5.5407 0.12 0.13 -0.10 0.414
H 2.5855 2.9329 6.5310 -0.04 -0.46 0.00 0.380
H 4.8029 2.8920 6.5293 -0.11 -0.11 -0.12 0.370
H 5.8708 1.0179 5.8332 -0.02 -0.03 -0.26 0.380
H 4.4808 0.6299 4.7900 0.32 -0.10 0.07 0.281
H 5.8090 1.5571 4.1231 0.02 0.12 0.21 -0.354
H 5.4169 3.5769 4.0450 -0.11 -0.07 -0.05 0.302
H 1.0738 2.8324 -1.7915 0.16 -0.06 0.18 0.272
H 2.5575 2.4440 -2.6859 -0.11 0.18 -0.01 0.303
H 2.2378 4.0921 -2.1877 0.14 -0.09 0.25 0.513
H 3.4916 0.6670 -1.7250 -0.42 0.21 -0.16 0.114
H 1.8416 -0.1624 -3.1080 0.09 0.72 0.26 0.078
C 6.4261 -2.6109 0.6824 0.28 0.07 0.23 -1.261
C 5.9696 -1.2799 0.1273 -0.19 -0.36 -0.16 0.557
O 6.2353 -0.2062 1.0534 0.05 0.12 -0.03 0.016
C 7.4790 0.2503 1.0791 -0.23 -0.21 0.06 0.397
O 8.3989 -0.1345 0.4056 0.12 0.11 -0.06 -0.585
O 7.5452 1.2132 2.0101 0.07 0.15 -0.08 -0.014
C 8.8580 1.7496 2.1986 0.17 0.21 0.09 -0.684
H 5.9940 -2.7809 1.6703 -0.13 -0.03 -0.07 0.282
H 6.1273 -3.4231 0.0201 -0.06 0.04 -0.01 0.380
H 7.5109 -2.6390 0.7949 0.00 0.00 -0.11 0.333
H 4.8906 -1.2888 -0.0143 0.08 0.17 0.16 -0.502
H 6.4252 -1.0733 -0.8417 0.15 0.13 0.11 0.356
H 9.2905 2.0746 1.2545 0.01 -0.13 -0.02 0.180
H 9.5008 1.0108 2.6763 0.05 -0.02 -0.13 0.310
H 8.7619 2.6107 2.8556 -0.19 -0.05 0.02 0.245
C -7.1537 -6.3814 -0.0991 0.06 0.29 0.02 -1.271
C -6.1003 -7.2113 -0.8025 -0.36 -0.11 0.48 0.045
O -5.4215 -6.4429 -1.8042 0.08 -0.17 -0.09 -0.375
C -4.4637 -5.6272 -1.3517 -0.09 0.11 -0.10 0.666
O -4.1270 -5.5017 -0.2045 0.03 -0.05 0.06 -0.563
O -3.9595 -4.9685 -2.3924 0.05 -0.10 -0.02 -0.375
C -2.9628 -3.9983 -2.0459 0.14 0.10 -0.03 -0.451
H -7.8303 -5.9278 -0.8254 -0.05 -0.13 -0.02 0.296
H -7.7327 -6.9985 0.5883 0.01 -0.03 -0.04 0.387
H -6.6974 -5.5695 0.4673 0.05 -0.08 0.05 0.338
H -6.5757 -8.0388 -1.3212 0.06 0.04 -0.10 0.210
H -5.3906 -7.6387 -0.0942 0.13 0.18 -0.05 0.302
H -2.1771 -4.4426 -1.4368 -0.09 -0.02 0.06 0.304
H -3.4239 -3.1637 -1.5257 -0.01 -0.08 0.10 0.202
H -2.5208 -3.6368 -2.9692 -0.15 -0.13 -0.10 0.258
C -9.2638 -13.4001 -4.7455 0.24 0.11 -0.13 -1.098
C -9.8235 -12.4988 -3.6651 -0.29 -0.39 -0.19 -0.174
O -8.7995 -11.6736 -3.0939 -0.07 0.09 0.13 -0.358
C -8.4687 -10.5973 -3.8082 0.10 -0.14 0.03 0.766
O -8.9559 -10.2642 -4.8557 -0.04 0.06 -0.03 -0.556
O -7.4901 -9.9599 -3.1636 -0.03 0.08 0.06 -0.342
C -6.9826 -8.8140 -3.8526 0.15 0.22 -0.22 -0.554
H -8.4173 -13.9730 -4.3641 -0.09 -0.07 0.07 0.293
H -10.0277 -14.0913 -5.1025 -0.01 0.01 0.04 0.353
H -8.9037 -12.8172 -5.5931 -0.10 0.03 0.00 0.314
H -10.2159 -13.1020 -2.8476 0.17 0.12 0.15 0.290
H -10.6435 -11.8862 -4.0398 0.14 0.13 -0.05 0.312
H -7.7838 -8.1315 -4.1305 -0.05 -0.11 -0.08 0.325
H -6.4253 -9.1228 -4.7362 -0.14 0.00 -0.07 0.353
H -6.3079 -8.3001 -3.1805 0.06 -0.14 0.03 0.089
C 9.4392 2.5226 -2.0706 -0.04 0.29 0.05 -0.749
C 10.6796 1.8654 -2.6358 -0.35 -0.30 0.29 -0.264
O 11.3358 2.7196 -3.5846 0.15 -0.07 -0.07 -0.350
C 12.0942 3.6796 -3.0591 -0.18 -0.02 -0.09 0.763
O 12.2812 3.8765 -1.8870 0.06 0.02 0.05 -0.555
O 12.6028 4.3994 -4.0616 0.07 -0.02 0.00 -0.343
C 13.3878 5.5148 -3.6388 0.18 0.23 -0.04 -0.632
H 8.7791 2.8521 -2.8750 -0.02 -0.13 -0.03 0.353
H 8.8980 1.8261 -1.4287 0.04 -0.06 -0.04 0.023
H 9.6967 3.4056 -1.4841 0.06 -0.06 0.04 0.329
H 10.4037 0.9638 -3.1801 0.11 0.11 -0.20 0.310
H 11.3698 1.5687 -1.8464 0.08 0.17 -0.02 0.310
H 14.1597 5.2091 -2.9352 -0.11 -0.02 0.08 0.296
H 12.7480 6.2758 -3.1933 0.04 -0.05 0.11 0.290
H 13.8629 5.9272 -4.5250 -0.12 -0.13 -0.10 0.224
C 8.6207 -2.7551 9.3476 0.19 0.17 -0.16 -1.112
C 7.3294 -3.0247 8.6044 0.13 -0.29 0.43 -0.180
O 7.0389 -1.9771 7.6690 -0.16 -0.01 -0.09 -0.372
C 7.7056 -2.0402 6.5158 0.03 0.08 0.15 0.643
O 8.4973 -2.8876 6.1994 0.01 -0.05 -0.05 -0.571
O 7.3505 -0.9873 5.7771 -0.01 -0.06 -0.04 -0.163
C 8.0428 -0.8850 4.5305 0.06 0.10 -0.26 -0.142
H 8.5971 -1.7663 9.8082 -0.09 -0.06 0.09 0.289
H 8.7802 -3.5039 10.1237 -0.04 0.00 0.00 0.365
H 9.4737 -2.7752 8.6693 -0.03 -0.10 -0.02 0.317
H 6.4964 -3.0425 9.3057 -0.10 0.19 -0.14 0.297
H 7.3512 -3.9912 8.1011 0.07 0.10 -0.16 0.317
H 7.9721 -1.8109 3.9619 0.09 -0.05 0.11 0.354
H 9.0868 -0.6238 4.7044 0.03 -0.16 0.01 0.310
H 7.5697 -0.0896 3.9627 -0.15 0.01 0.20 -0.333
C -12.8952 6.4531 -1.6526 0.17 -0.15 -0.20 -1.096
C -12.2017 6.6059 -0.3153 -0.43 0.30 -0.12 -0.183
O -11.2594 5.5473 -0.0937 0.08 0.01 0.16 -0.362
C -10.0858 5.6892 -0.7081 -0.16 -0.11 -0.04 0.784
O -9.7546 6.6137 -1.4024 0.07 0.06 0.00 -0.554
O -9.3421 4.6163 -0.4298 0.07 0.01 0.08 -0.342
C -8.0727 4.6011 -1.0843 0.30 -0.13 -0.10 -0.643
H -13.3395 5.4606 -1.7410 -0.09 0.04 0.09 0.294
H -13.6778 7.2033 -1.7669 0.00 -0.01 0.04 0.356
H -12.1883 6.5649 -2.4747 0.01 0.10 0.04 0.309
H -12.9316 6.5333 0.4896 0.14 -0.20 0.09 0.291
H -11.7142 7.5766 -0.2255 0.16 -0.09 -0.08 0.312
H -7.5247 5.5242 -0.9034 -0.10 0.06 -0.08 0.282
H -8.2042 4.4403 -2.1538 0.00 0.15 -0.01 0.352
H -7.5020 3.7727 -0.6724 -0.19 -0.05 0.13 0.201
```
Forces are in eV/Å.

As for the SMILES: CCOC(=O)CCCN1C(=O)c2c(COc3ccccc3)c(OCCNC[C@@H](C)O)c(/C(Br)=C(\C)Br)c([PH2]=S)c2C1=O.CCOC(=O)OC.CCOC(=O)OC.CCOC(=O)OC.CCOC(=O)OC.CCOC(=O)OC.CCOC(=O)OC. The multiplicity is 1. The value obtained for the orbital gap is 7.92 eV. The value obtained for the largest force on an atom is 2.25 eV/Å. For the molar mass, the calculation gives 1371.085 g/mol. The HOMO energy is -8.7 eV.

=====

Density functional theory data (the ωB97M-V functional and the def2-TZVPD basis) for a structure of composition C3H4F2O.

```
10
Properties=species:S:1:pos:R:3:forces:R:3:mulliken_charge:R:1
C -0.3739 -0.8215 -0.3919 -0.29 0.44 0.62 0.220
C 2.1126 0.3977 0.4007 1.27 -0.02 2.60 -0.025
C -1.4740 0.1033 0.1405 3.90 -0.98 3.76 -0.864
O 0.8393 -0.6532 -0.4050 -1.61 -0.61 -1.51 -0.279
F 3.1422 0.3576 -0.4511 -1.18 0.49 -0.41 -0.120
F 1.5374 1.5971 0.3036 0.33 0.16 -0.93 -0.142
H -0.7617 -1.7990 -0.6674 0.13 -0.49 -0.35 0.363
H -0.9333 0.9840 0.5774 -0.92 -0.48 -0.53 0.234
H -1.8921 -0.4980 1.0348 0.31 0.93 -1.43 0.254
H -2.1965 0.3319 -0.5416 -1.94 0.55 -1.82 0.360
```
Forces are in eV/Å.

The multiplicity is 1. The energy above the lowest of the compared OMol25 structures with the same formula, charge and spin is 324.5 kJ/mol. The value obtained for the orbital gap is 8.98 eV. The value obtained for the largest force on an atom is 5.51 eV/Å. For the molar mass, the calculation gives 94.060 g/mol. The HOMO energy is -8.7 eV.

=====

Density functional theory data (the ωB97M-V functional and the def2-TZVPD basis) for an isolated molecule of C6H9N.

```
16
Properties=species:S:1:pos:R:3:forces:R:3:mulliken_charge:R:1
C 1.7374 0.8359 0.0671 -0.18 0.15 -0.27 -0.330
C 1.0542 -0.4157 0.3622 0.17 -0.20 0.70 -0.223
C -0.3934 -0.3702 0.8557 0.02 0.06 0.34 -0.133
C -1.0072 -1.2965 -0.1813 0.08 0.46 -0.77 -0.750
C -0.4558 0.1413 -1.1370 -0.26 -0.54 0.16 -0.179
C -0.9982 0.8228 0.1150 0.10 0.25 0.21 -0.698
N 1.0257 0.0187 -1.0261 0.17 -0.06 0.33 -0.446
H 2.8308 0.8060 0.1593 -0.43 0.02 -0.95 0.268
H 1.3233 1.8012 0.3373 -0.10 -0.24 0.11 0.179
H 1.6347 -1.3258 0.4712 -0.04 0.02 0.61 0.359
H -0.4632 -0.4876 1.9357 -0.38 -0.20 -0.01 0.433
H -0.6702 -2.3547 -0.0443 0.31 0.80 -1.23 0.287
H -2.0953 -1.3161 -0.2762 0.11 0.22 0.29 0.291
H -0.8020 0.5145 -2.1228 0.16 -0.80 0.48 0.396
H -0.6793 1.8325 0.3733 0.06 0.00 -0.18 0.252
H -2.0913 0.7800 0.1072 0.21 0.06 0.18 0.295
```
Forces are in eV/Å.

As for the SMILES: C1[C@H]2[C@H]3C[C@H](C3)N12. The multiplicity is 1. The energy above the lowest of the compared OMol25 structures with the same formula, charge and spin is 379.0 kJ/mol. The value obtained for the orbital gap is 10.10 eV. The value obtained for the largest force on an atom is 1.50 eV/Å. For the molar mass, the calculation gives 95.145 g/mol. The HOMO energy is -9.0 eV.

=====

Density functional theory data (the ωB97M-V functional and the def2-TZVPD basis) for a cluster of 3 separate species, C3H8N2O2 in total.

```
15
Properties=species:S:1:pos:R:3:forces:R:3:mulliken_charge:R:1
C 1.4111 -0.0960 -1.6813 3.32 2.89 3.06 -0.213
C 2.7867 0.2634 -1.4344 -3.91 -0.83 0.85 -0.356
N 2.7518 1.0550 -0.2941 2.10 1.33 -0.13 -0.110
C 1.4444 1.3250 0.0170 -1.19 0.83 0.34 -0.180
N 0.6362 0.6003 -0.7331 0.53 -0.40 -1.20 -0.537
H 1.0188 -0.7188 -2.4196 -0.61 -0.77 -0.88 0.437
H 3.6939 -0.0485 -1.8680 0.76 -0.29 -0.35 0.402
H 3.6659 1.4426 0.1306 -2.57 -0.65 -0.90 0.254
H 0.9891 2.2206 0.6324 1.60 -2.29 -0.84 0.300
O -1.7455 -1.1955 0.0754 0.73 0.41 -0.80 -0.685
H -0.8947 -0.8016 -0.2778 -1.24 -0.31 0.93 0.386
H -1.6063 -1.4827 0.9795 0.45 0.05 -0.02 0.312
O -4.7117 -0.9567 2.6850 1.72 -0.02 -1.66 -0.659
H -5.4779 -0.6303 2.1957 0.20 -0.06 0.03 0.315
H -3.9618 -0.9767 1.9926 -1.90 0.11 1.56 0.336
```
Forces are in eV/Å.

As for the SMILES: c1c[nH]cn1.O.O. The multiplicity is 1. The energy above the lowest of the compared OMol25 structures with the same formula, charge and spin is 183.5 kJ/mol. The value obtained for the orbital gap is 9.73 eV. The value obtained for the largest force on an atom is 5.36 eV/Å. For the molar mass, the calculation gives 104.109 g/mol. The HOMO energy is -9.1 eV.

=====

Density functional theory data (the ωB97M-V functional and the def2-TZVPD basis) for a structure of composition H5N4O.

```
10
Properties=species:S:1:pos:R:3:forces:R:3:mulliken_charge:R:1
N -1.2592 0.6155 -0.6952 -0.14 -0.02 -0.49 -0.518
N 1.2615 -1.0008 0.8936 0.27 -2.01 -0.02 -0.859
N -0.2897 0.4567 0.2948 0.55 0.16 0.77 -0.646
N 0.1271 -0.7825 0.2881 0.88 0.74 1.09 1.132
O -0.5357 -1.6788 -0.3074 0.00 -1.24 -0.63 -0.847
H -2.1755 0.5882 -0.2291 0.22 -0.47 -0.57 0.221
H -1.0511 -0.2639 -1.2134 -1.74 0.65 -0.30 0.318
H 1.4026 -2.0555 0.7970 -0.44 1.76 0.14 0.190
H 1.5109 2.3673 0.1501 -0.46 -0.62 -0.40 0.346
H 1.0091 1.7538 0.0213 0.86 1.05 0.41 -0.337
```
Forces are in eV/Å.

The multiplicity is 1. The energy above the lowest of the compared OMol25 structures with the same formula, charge and spin is 166.1 kJ/mol. The value obtained for the orbital gap is 7.76 eV. Its charge is -1. The value obtained for the largest force on an atom is 2.03 eV/Å. For the molar mass, the calculation gives 77.067 g/mol. The HOMO energy is -2.8 eV.